The following is a quantum chemistry calculation of one molecule with the formula C17H23N3O3 in a non-equilibrium geometry, from the OMol25 dataset.

Last column: Löwdin charge in e.
Geometry (Å):
1 C -1.515 -1.100 1.176  -0.244
2 C -1.552 0.176 0.338  -0.406
3 C -2.210 -2.373 0.591  -0.296
4 C -3.751 -2.155 0.528  -0.075
5 C -1.740 -2.983 -0.765  -0.201
6 C -2.164 -2.280 -2.075  -0.103
7 C -0.279 2.306 0.234  -0.165
8 C -1.195 3.436 -0.313  -0.489
9 C 0.783 1.979 -0.923  -0.062
10 C 1.963 1.244 -0.349  -0.184
11 C 3.014 1.871 0.297  -0.021
12 C 2.234 -0.182 -0.401  -0.107
13 C 3.417 -0.379 0.352  -0.215
14 C 1.624 -1.333 -1.038  -0.027
15 C 3.949 -1.684 0.594  -0.014
16 C 2.223 -2.539 -0.872  -0.133
17 C 3.363 -2.729 -0.084  -0.102
18 H -1.810 0.157 2.812  0.058
19 H -2.056 -1.372 3.226  0.086
20 H -0.517 -1.275 1.446  0.112
21 H -2.021 -3.143 1.355  0.130
22 H -4.297 -3.126 0.368  0.092
23 H -4.026 -1.573 -0.337  0.053
24 H -4.104 -1.677 1.460  0.070
25 H -0.644 -3.142 -0.706  0.088
26 H -2.179 -3.975 -0.781  0.099
27 H -1.993 -1.224 -2.085  0.037
28 H -3.237 -2.464 -2.319  0.086
29 H -1.611 -2.633 -2.936  0.062
30 H -0.127 0.872 1.648  0.154
31 H 0.409 2.823 1.006  0.173
32 H 1.069 2.915 -1.333  0.105
33 H 0.206 1.442 -1.658  0.117
34 H 3.123 2.918 0.587  0.130
35 H 4.714 0.965 1.289  0.155
36 H 0.671 -1.262 -1.627  0.118
37 H 4.792 -1.833 1.254  0.102
38 H 1.883 -3.384 -1.474  0.107
39 H 3.809 -3.724 -0.017  0.106
40 H -2.608 2.204 -0.649  0.072
41 N -2.187 -0.709 2.464  0.052
42 N -0.774 1.106 0.894  0.112
43 N 3.905 0.855 0.684  0.062
44 O -2.399 0.430 -0.520  0.065
45 O -0.747 4.538 -0.495  0.106
46 O -2.481 3.169 -0.557  0.129

Properties
Gap between HOMO and LUMO (eV): 8.747
Electronic energy (eV): -28615.45450
Energy relative to the best compared isomer or geometry (same formula, charge and spin) (eV): 2.0978
SMILES string: CC[C@H](C)[C@H](N)C(=O)N[C@@H](Cc1c[nH]c2ccccc12)C(=O)O